{
  "formula": "C5H5N",
  "method": "ωB97M-V with the def2-TZVPD basis set",
  "multiplicity": 1,
  "e_homo_ha": -0.37766,
  "relative_energy_kj_mol": 560.4,
  "orbital_gap_ha": 0.3738,
  "e_lumo_ev": -0.1058,
  "species": ["C", "H", "C", "C", "C", "H", "H", "H", "H", "N", "C"],
  "positions_angstrom": [[-0.989836, 0.668302, -0.134337], [-0.815124, 0.364805, 1.977483], [-1.463955, -1.439296, 1.034713], [1.106528, 0.796357, -1.312593], [-0.219067, 1.043232, -1.029650], [1.366540, 0.101037, -2.111654], [1.257462, -0.103643, -0.044412], [1.852174, 1.567029, -1.113601], [0.696867, -0.376186, 0.657198], [-1.901842, -2.510322, 1.077736], [-0.889748, -0.111316, 0.999116]],
  "atomic_forces_ev_per_a": [[0.5, 0.0, -0.3], [0.0, -0.1, -0.2], [-0.4, -0.9, 0.0], [-0.1, 0.0, 0.0], [-0.1, -0.3, 0.5], [-0.1, 0.1, 0.1], [-0.1, 0.0, 0.1], [-0.1, -0.1, 0.0], [0.0, 0.0, -0.1], [0.4, 1.1, 0.0], [-0.1, 0.1, 0.0]],
  "mulliken_charge": [0.098, 0.323, 0.393, -0.533, -0.094, 0.299, -0.056, 0.306, 0.106, -0.373, -0.468]
}



{
  "formula": "C5H5N",
  "method": "ωB97M-V with the def2-TZVPD basis set",
  "multiplicity": 1,
  "e_homo_ha": [-0.28397, -0.28193],
  "relative_energy_kj_mol": 759.4,
  "orbital_gap_ha": [0.2623, 0.2395],
  "e_lumo_ev": [-0.5909, -1.1546],
  "species": ["C", "C", "H", "H", "H", "H", "C", "C", "H", "C", "N"],
  "positions_angstrom": [[1.357424, 2.174079, 0.557474], [-0.289203, -0.938392, -0.377270], [1.371863, 2.983619, -0.162711], [-0.038813, -1.105472, -2.774189], [-0.867913, -1.371621, 1.632631], [-1.502131, -2.426328, 0.248315], [-0.766094, -1.664032, 0.601999], [0.503136, 0.186855, -0.861618], [1.351527, 1.535269, 2.528868], [-0.058916, -0.645419, -1.770576], [1.363509, 2.238319, 1.779623]],
  "atomic_forces_ev_per_a": [[-0.9, -0.8, 1.3], [1.2, 1.8, -0.5], [0.1, -0.2, -0.2], [-0.3, 0.7, 0.7], [0.5, 0.2, 0.1], [0.8, 0.2, 0.7], [-2.3, -1.6, -0.4], [-0.7, -0.2, 0.4], [-0.2, 0.1, -0.9], [1.4, 0.2, 0.3], [0.4, -0.4, -1.6]],
  "mulliken_charge": [0.082, 0.303, 0.310, 0.293, 0.255, 0.191, -0.757, -0.294, 0.303, -0.338, -0.349]
}



{
  "formula": "C5H5N",
  "method": "ωB97M-V with the def2-TZVPD basis set",
  "multiplicity": 1,
  "e_homo_ha": [-0.30730, -0.30733],
  "relative_energy_kj_mol": 750.3,
  "orbital_gap_ha": [0.2972, 0.2972],
  "smiles": "C=CN1C2=C[C@@H]21",
  "e_lumo_ev": [-0.2744, -0.2742],
  "species": ["C", "H", "H", "C", "N", "C", "H", "C", "H", "C", "H"],
  "positions_angstrom": [[0.585051, 2.442620, 0.450365], [1.226854, -1.298218, -1.112165], [0.561019, 3.457598, 0.368119], [-0.435409, -2.140510, 0.000737], [0.374027, 0.163299, 0.016889], [0.887309, 1.365457, -0.318215], [-1.421506, 1.284135, -0.172173], [0.336263, -1.107719, -0.409202], [-0.319971, -3.171340, -0.168010], [-0.699436, 1.067972, 0.508196], [-1.094201, -2.063294, 0.835459]],
  "atomic_forces_ev_per_a": [[-1.1, -7.1, -1.3], [-1.6, 0.1, 0.9], [-0.4, 2.4, -0.1], [0.5, 2.0, 0.8], [-2.4, 3.0, 1.6], [0.2, 1.6, 0.9], [-2.2, 0.2, -2.4], [2.0, -3.3, -1.9], [0.8, -0.9, -1.2], [5.1, 1.1, 2.4], [-0.7, 0.9, 0.4]],
  "mulliken_charge": [-0.392, 0.265, 0.325, -0.909, 0.148, -0.027, 0.205, 0.219, 0.296, -0.384, 0.254]
}



{
  "formula": "C5H5N",
  "method": "ωB97M-V with the def2-TZVPD basis set",
  "multiplicity": 1,
  "e_homo_ha": -0.29771,
  "relative_energy_kj_mol": 739.5,
  "orbital_gap_ha": 0.3287,
  "smiles": "C#CC1=C(C)N1",
  "e_lumo_ev": 0.8442,
  "species": ["H", "C", "C", "C", "C", "H", "C", "H", "H", "H", "N"],
  "positions_angstrom": [[-3.065682, -0.580540, 3.110436], [0.423351, 0.274864, -0.633883], [-2.492687, -0.470119, 2.301367], [-0.688219, -0.213791, -0.172531], [-1.761705, -0.428096, 1.285750], [-0.158023, -1.529822, -1.862293], [1.786379, 0.738446, -0.608577], [2.018466, 1.698487, -1.287315], [2.015660, 1.142211, 0.432125], [2.443380, -0.127787, -0.986537], [-0.520921, -0.503853, -1.578541]],
  "atomic_forces_ev_per_a": [[-1.9, -0.3, 2.6], [-2.2, -1.3, 0.9], [4.9, 0.4, -6.9], [-1.2, 0.0, 4.3], [0.4, 0.5, -0.7], [-0.7, 2.3, 1.5], [1.9, 2.0, -0.7], [-0.8, -2.3, 1.1], [0.0, -1.1, -1.2], [-0.6, 1.4, 0.9], [0.2, -1.8, -1.9]],
  "mulliken_charge": [0.450, 0.286, 0.135, 0.104, -0.552, 0.185, -0.811, 0.248, 0.249, 0.233, -0.528]
}



{
  "formula": "C5H5N",
  "method": "ωB97M-V with the def2-TZVPD basis set",
  "multiplicity": 1,
  "e_homo_ha": -0.30564,
  "relative_energy_kj_mol": 226.6,
  "orbital_gap_ha": 0.3181,
  "smiles": "c1ccncc1",
  "e_lumo_ev": 0.3377,
  "species": ["H", "H", "C", "N", "H", "C", "C", "C", "H", "H", "C"],
  "positions_angstrom": [[2.221499, -1.121775, 0.468326], [-1.333497, -1.515217, -0.892262], [-0.956883, -1.024222, -0.004740], [0.208540, -1.522940, 0.344940], [1.739204, 1.037950, -0.920279], [-0.231025, 1.143332, 0.020129], [1.019393, 0.567114, -0.271713], [1.244726, -0.703619, 0.249548], [-2.265753, 0.604279, 0.702855], [-0.350855, 2.224472, -0.005431], [-1.295352, 0.310622, 0.308628]],
  "atomic_forces_ev_per_a": [[0.0, 0.1, -0.1], [-1.7, -1.0, 0.8], [-0.4, -0.3, 0.2], [0.2, 0.1, -1.1], [0.4, 0.5, 0.5], [0.4, -0.1, 0.2], [0.5, 0.5, 0.4], [0.3, 0.3, -0.1], [0.1, 0.2, -0.8], [0.0, -0.2, -0.1], [0.3, -0.1, 0.0]],
  "mulliken_charge": [0.396, 0.303, -0.039, -0.431, 0.356, -0.150, -0.530, -0.141, 0.369, 0.379, -0.510]
}



{
  "formula": "C5H5N",
  "method": "ωB97M-V with the def2-TZVPD basis set",
  "multiplicity": 1,
  "e_homo_ha": [-0.32525, -0.32495],
  "relative_energy_kj_mol": 420.4,
  "orbital_gap_ha": [0.2728, 0.2724],
  "e_lumo_ev": [-1.4282, -1.4298],
  "species": ["H", "C", "C", "C", "N", "C", "H", "C", "H", "H", "H"],
  "positions_angstrom": [[-1.595189, -1.177310, -2.038122], [-0.351042, 0.877575, -1.112916], [0.436173, -0.668177, 0.731780], [-0.318851, -0.411254, -0.495224], [-0.343466, 1.949128, -1.540662], [1.001635, 0.530393, 1.384546], [2.065903, 0.528779, 1.092885], [-1.120064, -1.325484, -1.072355], [1.013589, 0.394962, 2.471438], [-1.395599, -2.218333, -0.553576], [0.606912, 1.519720, 1.132207]],
  "atomic_forces_ev_per_a": [[-0.1, 0.3, 0.2], [0.6, 1.4, -0.6], [-0.4, 0.1, 0.1], [-0.2, -0.2, 0.1], [-0.1, -0.5, 0.2], [-0.1, -0.1, 0.1], [0.0, -0.1, 0.0], [-0.1, -0.1, 0.0], [0.1, -0.1, -0.2], [0.4, -0.7, 0.2], [-0.1, 0.0, -0.1]],
  "mulliken_charge": [0.305, -0.055, -0.402, 0.753, -0.395, -0.852, 0.296, -0.618, 0.315, 0.301, 0.352]
}



Repeat the sixth record exactly.
{
  "formula": "C5H5N",
  "method": "ωB97M-V with the def2-TZVPD basis set",
  "multiplicity": 1,
  "e_homo_ha": [-0.32525, -0.32495],
  "relative_energy_kj_mol": 420.4,
  "orbital_gap_ha": [0.2728, 0.2724],
  "e_lumo_ev": [-1.4282, -1.4298],
  "species": ["H", "C", "C", "C", "N", "C", "H", "C", "H", "H", "H"],
  "positions_angstrom": [[-1.595189, -1.177310, -2.038122], [-0.351042, 0.877575, -1.112916], [0.436173, -0.668177, 0.731780], [-0.318851, -0.411254, -0.495224], [-0.343466, 1.949128, -1.540662], [1.001635, 0.530393, 1.384546], [2.065903, 0.528779, 1.092885], [-1.120064, -1.325484, -1.072355], [1.013589, 0.394962, 2.471438], [-1.395599, -2.218333, -0.553576], [0.606912, 1.519720, 1.132207]],
  "atomic_forces_ev_per_a": [[-0.1, 0.3, 0.2], [0.6, 1.4, -0.6], [-0.4, 0.1, 0.1], [-0.2, -0.2, 0.1], [-0.1, -0.5, 0.2], [-0.1, -0.1, 0.1], [0.0, -0.1, 0.0], [-0.1, -0.1, 0.0], [0.1, -0.1, -0.2], [0.4, -0.7, 0.2], [-0.1, 0.0, -0.1]],
  "mulliken_charge": [0.305, -0.055, -0.402, 0.753, -0.395, -0.852, 0.296, -0.618, 0.315, 0.301, 0.352]
}